1.
The following is a quantum chemistry calculation of the molecule H7NSi2 at a distorted geometry, from the OMol25 dataset.

Structure (XYZ):
```
10
Properties=species:S:1:pos:R:3:nbo_charge:R:1
H 0.766 1.330 -2.696 -0.183
H 2.014 -0.175 -1.665 -0.195
H -1.069 0.713 2.375 -0.172
Si 0.582 0.254 -1.506 1.056
H 1.140 0.842 0.833 0.403
H -2.158 -0.929 0.850 -0.154
H -0.476 -0.573 -2.154 -0.166
N 0.325 0.613 0.238 -1.436
H -0.319 -1.652 2.222 -0.165
Si -0.805 -0.423 1.503 1.012
```

Results
highest occupied orbital energy	-9.502	eV
LUMO	0.6	eV
net charge	0

=====

2.
The following is a quantum chemistry calculation of a cluster of 4 separate species, H7O3S in total, from the OMol25 dataset.

Structure (XYZ):
```
11
Properties=species:S:1:pos:R:3:nbo_charge:R:1
H 1.940 -1.164 -0.962 0.504
O 0.771 2.338 1.610 -0.992
H 0.471 1.476 1.252 0.500
H -0.187 0.375 -1.050 0.101
H -3.202 0.603 0.269 0.453
H -2.314 -0.561 0.150 0.500
O 2.581 -1.437 -1.647 -0.989
H 2.110 -1.216 -2.463 0.453
S -0.035 -0.396 0.044 -0.990
H 1.094 2.754 0.812 0.449
O -3.258 -0.335 0.170 -0.989
```

Results
highest occupied orbital energy	-4.080	eV
LUMO	4.1	eV
net charge	-1

=====

3.
The following is a quantum chemistry calculation of a cluster of 40 separate species, H80O40 in total at a distorted geometry, from the OMol25 dataset.

Structure (XYZ):
```
120
Properties=species:S:1:pos:R:3:mulliken_spin:R:1
H 2.821 4.744 -0.681 0.016
O -2.061 -1.939 -3.666 -0.004
O -0.927 -1.328 5.685 -0.018
H -3.110 2.470 -3.307 -0.009
H 2.494 -4.560 -1.761 0.002
H 1.919 -5.500 1.901 -0.004
H -0.419 0.901 2.497 0.109
O 5.374 -0.429 1.375 -0.071
O -2.545 5.098 1.135 -0.098
O -0.328 3.260 0.116 0.450
O -1.139 -4.820 -3.458 -0.006
O -2.693 0.335 -5.434 -0.020
H 1.834 1.985 -0.516 0.032
H 1.866 -5.315 -2.791 -0.006
H 1.961 -1.712 2.423 -0.042
H -1.473 1.356 3.743 0.063
H -0.615 2.587 -4.939 0.002
H 2.349 -1.096 -4.048 0.001
O 3.068 -1.839 -4.108 -0.026
H 0.219 5.236 2.646 0.028
H 0.300 2.618 -3.878 0.037
H 3.813 -2.676 0.954 0.009
H -2.795 -2.811 0.784 0.008
H 1.319 -4.328 2.718 0.017
H 5.110 -2.225 3.260 -0.010
H 2.796 3.287 -4.855 0.002
O 1.605 -2.057 -0.908 0.226
H -1.476 2.443 -2.068 0.030
H 1.699 -4.123 -4.692 0.003
O -3.935 2.565 -3.928 -0.058
H 1.225 -0.621 5.259 0.033
O -1.981 -0.970 2.632 0.042
H -2.600 3.892 3.727 0.062
H -2.499 -1.657 -1.149 0.004
H 4.648 -1.530 -0.785 -0.007
H -1.777 1.015 -2.211 -0.026
H -3.396 4.441 2.428 0.008
H -3.256 1.141 -5.237 0.011
H -2.085 -1.153 -4.291 0.009
H 0.515 -0.378 -3.306 -0.045
H -4.916 -0.003 2.525 0.016
H -4.577 3.333 -3.588 0.008
H 1.293 -1.873 0.057 -0.062
H 3.472 4.298 3.578 0.078
O 2.257 5.135 -1.298 -0.058
H 3.089 1.178 1.954 -0.023
H -3.814 -1.567 -0.780 -0.013
H 4.546 1.619 -1.491 0.009
O 3.178 3.662 3.080 -0.249
H 2.502 -1.732 -1.007 -0.015
H 2.760 5.608 -1.940 0.011
O -0.633 2.952 -4.094 -0.065
O -0.469 1.229 3.465 -0.174
H 0.467 -3.979 -5.641 -0.003
H -2.326 -4.061 0.193 0.006
H 2.521 -2.455 -3.580 0.007
H -4.689 -2.484 -4.442 -0.003
O 2.585 -3.185 5.282 -0.010
O -3.064 -1.005 -0.631 0.066
H 1.601 -3.151 4.896 0.020
O 1.682 -4.512 1.845 0.006
O 1.492 -0.989 1.968 0.199
H -4.853 -1.844 -3.220 0.000
O -5.040 -2.797 -3.515 0.001
O 0.642 -4.227 -4.736 0.001
H -1.852 4.420 0.911 0.029
H -4.955 1.287 3.158 0.028
O 2.468 -4.726 -2.603 0.018
H 2.597 2.661 -3.354 0.016
H 0.206 2.476 0.222 -0.089
H -4.098 -2.841 4.075 -0.003
H 3.779 2.478 2.073 0.030
H 1.357 0.659 4.424 0.077
H -5.244 -1.485 2.956 -0.010
H 5.522 0.557 -1.707 -0.005
H -2.764 1.910 1.296 -0.038
H -2.500 1.284 -0.071 0.009
O 1.947 -0.110 4.820 -0.171
O 3.701 -3.681 0.709 -0.022
H -3.370 -0.268 -5.617 0.001
O 2.576 2.458 -4.289 -0.035
H -0.940 -5.133 -4.418 0.002
O -1.926 1.445 0.884 0.448
H -0.330 -0.685 5.688 0.013
H 0.989 -0.595 2.560 -0.055
H -4.419 1.863 0.157 0.014
O -3.490 -3.492 3.771 -0.029
O -3.436 4.077 3.330 -0.125
H 4.867 0.358 1.374 0.034
O 0.451 -0.202 -2.439 0.233
H -4.458 2.693 -1.110 0.035
H 0.774 -0.824 -1.730 -0.033
H 4.276 -0.795 -2.243 -0.012
O -3.118 -3.735 0.423 -0.023
H 4.232 -1.489 2.539 0.012
H -4.033 2.692 2.950 -0.002
H -1.351 -1.208 4.889 0.026
O 1.707 1.736 -1.470 -0.097
O -4.509 2.825 -0.258 -0.058
H 6.291 -0.292 1.219 0.023
O 5.359 1.531 -1.979 -0.012
H 3.625 -3.991 1.539 0.008
O -2.227 1.780 -1.913 -0.030
H 0.888 1.111 -1.531 0.046
H -0.353 3.582 -0.880 -0.026
O 3.982 -1.119 -1.431 0.085
H -4.006 -4.226 3.500 0.006
O 0.804 5.421 1.902 -0.154
O -3.974 1.539 2.988 0.039
O 4.676 -2.331 2.485 0.028
H 2.473 -2.352 5.781 0.012
H -0.406 -4.948 -2.877 0.004
H -2.047 -0.589 1.785 0.012
H 0.664 6.156 1.358 0.068
H 2.259 4.088 2.764 0.061
H -3.032 5.285 0.290 -0.006
H -1.105 -1.979 -3.694 0.001
O -5.628 -0.586 2.952 0.013
O 3.601 1.764 1.296 0.108
H -2.033 -1.909 2.401 -0.007
```

Results
highest occupied orbital energy (alpha / beta)	-0.260 / -7.744	eV
expectation value of S²	0.75
LUMO (alpha / beta)	1.7 / 1.6	eV
multiplicity	2
net charge	-1

=====

4.
The following is a quantum chemistry calculation of a cluster of 40 separate species, H80O40 in total at a distorted geometry, from the OMol25 dataset.

Structure (XYZ):
```
120
Properties=species:S:1:pos:R:3:lowdin_charge:R:1
O -2.917 -1.956 4.702 -0.028
H -0.581 -2.178 -3.024 0.032
O -6.099 0.156 -1.145 -0.057
H 0.629 0.399 -0.437 0.042
H -3.389 -1.882 -3.001 0.048
H -0.308 -1.187 0.381 -0.008
H 1.610 1.798 -3.368 -0.002
H -5.929 -0.491 -0.444 0.037
H 4.386 1.384 -1.401 0.055
O 0.706 -2.860 0.933 -0.112
O 0.153 -0.779 -5.399 -0.036
H -1.154 0.612 2.873 0.050
H -2.147 6.103 -0.521 0.045
O 5.340 -0.857 0.350 -0.125
O 3.666 5.421 -0.455 -0.043
H 2.986 1.039 -5.513 0.055
H 2.180 -0.570 0.513 0.038
O -1.986 -4.532 -0.953 -0.054
O 1.707 4.074 3.262 -0.097
H -0.406 -0.721 -4.642 -0.021
O -1.855 0.796 2.204 -0.057
O 1.973 2.033 1.160 -0.036
H 4.030 -0.697 5.555 0.006
O 4.166 0.203 2.906 -0.066
H -3.216 3.166 -2.249 0.020
O -1.122 -0.888 -0.008 -0.044
H 1.819 1.340 -1.880 -0.009
O 1.382 0.007 -0.926 -0.064
H -0.195 -4.181 4.965 0.045
O -0.601 2.236 -0.106 -0.059
O -0.204 4.595 1.437 -0.064
H -3.996 2.401 -4.510 0.043
H -0.911 -3.858 -5.302 0.041
H -3.266 1.144 -4.824 -0.004
O -0.850 1.317 -3.713 -0.059
H 3.789 -0.582 3.272 0.007
H -0.651 2.807 -4.792 -0.028
H 3.588 0.209 2.110 0.008
H -5.347 0.454 -1.636 -0.009
H -1.466 -0.633 0.861 0.011
H 0.822 -3.830 1.159 0.101
H -2.253 1.444 2.787 0.033
H -1.366 -3.923 -0.559 0.017
O -0.378 -1.633 2.762 -0.049
H -1.897 -2.107 -2.447 0.026
O -3.337 0.907 -0.309 -0.056
H 0.172 -1.120 3.406 0.065
H -1.270 -4.938 1.087 0.019
H 0.418 -5.323 4.144 0.026
H -2.999 1.058 5.700 0.078
O -4.103 3.189 -1.857 -0.048
H 3.056 5.855 -1.044 0.020
H -1.525 4.951 -1.497 0.033
H -1.471 -5.313 -1.153 0.047
O -2.677 4.045 3.490 -0.047
H -0.714 -2.363 3.291 0.033
O -3.749 -3.381 -0.125 -0.090
H -0.382 0.650 -3.202 0.021
H -3.344 1.310 0.626 0.095
H -2.957 3.452 4.201 0.003
H -3.450 -2.425 4.067 0.041
O 2.794 -1.893 -3.842 -0.069
H 2.171 -1.724 4.185 0.026
H 2.786 -0.928 -3.691 0.012
H 2.265 -3.199 -0.533 0.050
H -2.141 4.674 3.963 0.031
O -1.426 -4.335 1.802 -0.036
H -1.018 1.555 0.479 0.024
H 3.566 -0.453 -5.286 0.089
H 1.151 2.152 0.662 -0.004
O -2.019 5.192 -0.737 -0.013
H 5.063 -0.469 1.194 -0.014
O 0.565 -4.906 -2.911 -0.076
H -4.174 -3.031 -3.486 0.108
H 4.453 0.491 4.695 -0.006
O 4.536 0.139 5.600 -0.084
H 3.252 5.437 0.413 0.022
H 0.681 2.315 4.370 0.042
O 2.867 0.211 -5.081 -0.066
H 0.621 -5.615 -3.600 0.066
H 4.122 1.725 0.209 0.030
H -3.206 -2.161 5.577 0.026
H 1.606 -2.605 5.429 0.009
H -3.473 -2.871 -0.910 -0.014
H 1.333 1.109 4.987 0.042
O 4.699 1.486 -0.502 -0.012
O -1.250 -1.500 -2.891 -0.057
H 0.932 4.347 2.680 0.005
H -0.181 -4.505 -3.328 -0.034
O 2.057 -1.830 5.136 -0.019
H 1.077 -0.909 -1.100 0.058
H -0.657 5.341 1.072 0.028
H -1.419 2.716 -0.222 0.024
O -0.149 -3.432 -4.950 -0.059
H 1.179 -2.345 1.631 0.050
H -3.212 -3.155 0.638 0.003
H -2.108 2.210 6.004 0.070
H 3.199 -1.564 0.667 0.038
O -4.158 1.450 -4.708 -0.060
H 1.753 5.015 3.518 0.061
H 0.381 3.802 -5.504 0.047
O 0.662 1.323 4.331 -0.062
H 1.077 -0.713 -5.178 -0.002
O 2.455 -2.488 -1.157 -0.062
H -3.045 0.054 -0.016 0.008
H 0.305 -2.698 -5.415 0.047
O -0.076 3.530 -4.712 -0.030
H -4.079 2.477 -1.217 -0.015
H -0.800 3.810 1.668 0.080
O -3.623 -2.770 -2.707 -0.055
H 2.718 -2.210 -2.927 -0.005
H 3.397 -2.769 -1.228 0.104
H -0.526 2.047 -3.155 0.041
O 2.264 1.648 -2.690 -0.055
H 1.772 2.603 1.929 0.012
O -2.499 1.767 5.223 -0.070
H -0.641 -3.778 1.806 -0.028
H 5.079 -0.074 -0.268 0.025
O 0.636 -4.644 4.764 -0.037
O 2.717 -0.971 1.263 -0.098
```

Results
highest occupied orbital energy	-9.786	eV
LUMO	-0.7	eV
net charge	0

=====

One value per record, in order, for relative energy (zero: lowest compared OMol25 entry of this formula, charge and spin): 0.0, 2.9, 227.0, 212.9 kcal/mol.